Below is a 3-piece molecular cluster, C2H11N2O2 overall at a distorted geometry, with properties calculated with ωB97M-V/def2-TZVPD.

**ΔE to the lowest compared entry with this formula, charge and spin**: 70.77 kcal/mol
**Molar mass**: 95.1 g/mol
**2S+1**: 2
**HOMO (spin up / spin down)**: -2.51 / -6.47 eV

Last columns: bonded neighbours and bond lengths (Å).
Cartesian coordinates (Å):
1 C -0.334 -0.200 -0.098  C2 1.392, N4 1.373, H5 1.101
2 C -1.049 -0.284 1.094  C1 1.392, N3 1.444, H6 1.087
3 N -2.406 -0.767 0.991  C2 1.444, H7 1.044, H8 1.020, H9 1.039
4 N 0.877 0.409 -0.314  C1 1.373, H10 1.022, H11 1.007
5 H -0.762 -0.650 -1.007  C1 1.101
6 H -0.676 -0.048 2.088  C2 1.087
7 H -2.443 -1.635 0.412  N3 1.044
8 H -2.761 -0.909 1.936  N3 1.020
9 H -3.083 -0.075 0.611  N3 1.039
10 H 1.615 0.389 0.393  N4 1.022
11 H 1.125 0.560 -1.279  N4 1.007
12 H 1.813 0.045 2.807  O14 0.956
13 H 3.143 0.351 2.209  O14 0.964
14 O 2.297 -0.055 1.988  H12 0.956, H13 0.964
15 H 0.840 0.469 -4.543  O17 0.964
16 H 0.895 1.679 -3.672  O17 0.958
17 O 0.911 0.723 -3.616  H15 0.964, H16 0.958